{
  "formula": "C29H25BrF5IO2Y",
  "method": "ωB97M-V/def2-TZVPD",
  "symbols": ["Y", "C", "C", "C", "C", "C", "C", "C", "C", "C", "C", "H", "H", "H", "H", "H", "H", "H", "H", "H", "H", "H", "H", "H", "H", "H", "I", "C", "C", "C", "C", "C", "C", "C", "C", "C", "C", "H", "H", "H", "H", "H", "H", "Br", "C", "C", "C", "C", "C", "C", "C", "O", "O", "H", "H", "H", "H", "F", "C", "F", "C", "F", "F", "F"],
  "coordinates": [[0.103, -0.357, 0.672], [-1.876, -2.140, 0.127], [-1.835, -2.104, 1.543], [-0.610, -2.670, 1.960], [0.104, -3.062, 0.807], [-0.653, -2.693, -0.331], [-0.267, -2.971, -1.756], [1.383, -3.840, 0.769], [-0.189, -2.891, 3.384], [-2.962, -1.699, 2.448], [-3.093, -1.885, -0.717], [0.733, -2.595, -1.989], [-0.972, -2.511, -2.450], [-0.258, -4.046, -1.965], [1.867, -3.760, -0.203], [1.187, -4.903, 0.949], [2.095, -3.508, 1.527], [-0.340, -2.003, 3.998], [0.868, -3.153, 3.445], [-0.754, -3.709, 3.844], [-3.425, -0.755, 2.150], [-2.609, -1.566, 3.471], [-3.749, -2.460, 2.463], [-2.866, -1.387, -1.660], [-3.823, -1.270, -0.187], [-3.592, -2.829, -0.961], [-2.512, 1.390, -0.030], [-1.463, 3.111, -0.562], [-2.188, 4.248, -0.768], [-1.524, 5.427, -1.165], [-0.173, 5.407, -1.343], [0.581, 4.225, -1.131], [1.982, 4.234, -1.324], [2.695, 3.095, -1.117], [2.044, 1.908, -0.703], [0.684, 1.801, -0.482], [-0.051, 3.015, -0.721], [-3.260, 4.250, -0.630], [-2.093, 6.334, -1.326], [0.355, 6.303, -1.650], [2.463, 5.155, -1.635], [3.770, 3.091, -1.264], [2.679, 1.044, -0.555], [7.921, -1.723, 3.733], [6.462, -1.638, 2.518], [6.574, -2.265, 1.287], [5.507, -2.201, 0.406], [4.342, -1.527, 0.752], [4.251, -0.905, 1.992], [5.316, -0.953, 2.882], [3.191, -1.494, -0.228], [3.335, -1.923, -1.361], [2.101, -0.992, 0.248], [7.481, -2.792, 1.027], [5.555, -2.670, -0.568], [3.346, -0.380, 2.266], [5.249, -0.468, 3.846], [-0.823, 0.218, 2.889], [0.033, 1.394, 3.064], [1.247, 0.787, 2.487], [0.340, 1.323, 4.553], [-0.772, 1.596, 5.258], [0.801, 0.133, 5.014], [1.269, 2.239, 4.875]],
  "forces_ev_per_a": [[-0.3, -0.2, 0.4], [0.0, 0.2, -0.1], [-0.2, 0.1, -0.1], [0.2, -0.1, 0.0], [0.1, 0.1, 0.0], [0.0, -0.1, 0.0], [0.0, 0.0, 0.0], [0.0, 0.0, 0.1], [0.0, 0.0, 0.0], [0.0, 0.0, 0.0], [0.0, 0.0, 0.0], [0.0, 0.0, 0.0], [0.0, 0.0, 0.0], [0.0, 0.0, 0.0], [0.0, 0.0, 0.0], [0.0, 0.0, 0.0], [0.0, 0.0, 0.0], [0.0, 0.0, 0.0], [0.0, 0.0, 0.0], [0.0, 0.0, 0.0], [0.0, 0.0, 0.0], [0.0, 0.0, 0.0], [0.0, 0.0, 0.0], [0.0, 0.0, 0.0], [0.0, 0.0, 0.0], [0.0, 0.0, 0.0], [-0.1, 0.0, 0.1], [0.2, 0.1, -0.1], [0.0, 0.0, 0.0], [0.0, 0.0, 0.0], [0.0, 0.0, 0.0], [0.0, 0.0, 0.0], [0.0, 0.0, 0.0], [0.0, -0.1, 0.0], [0.1, 0.1, -0.1], [-0.1, 0.1, -0.1], [-0.1, -0.1, 0.0], [0.0, 0.0, 0.0], [0.0, 0.0, 0.0], [0.0, 0.0, 0.0], [0.0, 0.0, 0.0], [0.0, 0.0, 0.0], [0.0, 0.0, 0.0], [0.0, 0.0, 0.0], [0.0, 0.0, 0.0], [0.0, 0.0, 0.0], [0.0, 0.0, 0.0], [0.0, 0.0, 0.0], [0.1, 0.0, 0.0], [-0.1, 0.0, 0.0], [-0.1, 0.1, 0.1], [0.0, 0.0, 0.0], [0.2, -0.1, -0.1], [0.0, 0.0, 0.0], [0.0, 0.0, 0.0], [0.0, 0.0, 0.0], [0.0, 0.0, 0.0], [-0.1, 0.1, -0.1], [0.1, 0.0, 0.0], [0.1, 0.0, 0.0], [0.0, 0.0, -0.1], [0.0, 0.0, 0.0], [0.0, 0.0, 0.0], [0.0, 0.0, 0.0]],
  "relative_energy_ev": 1.480,
  "charge": -1,
  "homo_ev": -5.12,
  "lumo_energy_ha": 0.0848,
  "e_tot_ha": -4680.115647
}